1.
C24H40BrN2O2SSi2V | ωB97M-V/def2-TZVPD

The geometry in XYZ format:
```
73
Properties=species:S:1:pos:R:3
V 0.77 0.38 -0.14
C -1.45 -4.25 0.85
Si -1.08 -3.74 2.59
C -2.62 -3.58 3.59
C 0.09 -4.96 3.35
C -0.15 -2.06 2.68
C 0.56 -1.80 3.85
C 1.35 -0.66 4.02
C 1.44 0.22 2.98
N 0.73 0.03 1.84
C -0.08 -1.06 1.71
S -0.99 -1.00 0.19
H -1.78 -5.29 0.89
H -0.58 -4.19 0.20
H -2.25 -3.66 0.41
H -3.07 -4.56 3.74
H -3.35 -2.94 3.10
H -2.41 -3.15 4.58
H -0.30 -5.97 3.22
H 0.22 -4.80 4.43
H 1.08 -4.92 2.89
H 0.52 -2.52 4.66
H 1.89 -0.48 4.94
H 2.06 1.10 3.01
C -1.94 2.26 1.17
Si -0.76 2.41 -0.26
C -1.72 2.42 -1.88
C -0.90 2.90 -3.08
C -2.26 1.01 -2.19
C -2.93 3.35 -1.71
C 0.40 3.87 0.06
C -0.38 5.20 0.06
C 1.02 3.70 1.46
C 1.53 3.98 -0.97
H -2.52 3.19 1.27
H -1.43 2.08 2.11
H -2.64 1.44 1.00
H 0.02 2.32 -3.23
H -0.63 3.95 -2.99
H -1.50 2.80 -3.99
H -1.47 0.30 -2.40
H -2.89 1.06 -3.08
H -2.88 0.62 -1.37
H -2.65 4.38 -1.49
H -3.61 3.01 -0.92
H -3.50 3.37 -2.64
H -1.19 5.20 0.79
H -0.80 5.42 -0.92
H 0.29 6.02 0.32
H 0.27 3.69 2.25
H 1.71 4.53 1.66
H 1.60 2.77 1.55
H 1.18 4.33 -1.94
H 2.04 3.03 -1.16
H 2.29 4.70 -0.63
Br 2.07 -6.53 -2.79
C 1.85 -4.67 -2.85
C 1.45 -4.07 -4.03
C 1.29 -2.69 -4.07
C 1.51 -1.93 -2.92
C 1.92 -2.55 -1.75
C 2.10 -3.93 -1.71
C 1.30 -0.47 -3.03
O 1.29 0.18 -4.03
O 1.12 0.17 -1.79
H 1.26 -4.67 -4.91
H 0.98 -2.20 -4.98
H 2.11 -1.98 -0.85
H 2.43 -4.41 -0.80
N 2.97 1.00 0.04
H 3.31 1.07 -0.92
H 3.55 0.31 0.51
H 3.17 1.89 0.48
```

## Properties
total charge	+1
<S²>	0.7845
molar mass	607.68	g mol⁻¹
HOMO level (alpha / beta)	-0.425 / -0.422	Eh
multiplicity	2
LUMO level (alpha / beta)	-3.801 / -3.484	eV
ΔE to the lowest compared entry with this formula, charge and spin	10.6	kcal per mole
gap between HOMO and LUMO (alpha / beta)	7.76 / 8.00	eV

2.
C3H13N3O | ωB97M-V/def2-TZVPD

The geometry in XYZ format:
```
20
Properties=species:S:1:pos:R:3
N 1.92 0.45 -0.98
C 1.09 -0.74 -1.22
C -0.34 -0.53 -0.66
N -0.34 0.28 0.63
C -1.43 1.27 1.07
N -1.92 2.20 0.06
H 2.59 0.11 -0.22
H 2.48 0.59 -1.81
H 1.54 -1.63 -1.08
H 0.88 -0.73 -2.31
H -1.22 -0.30 -1.42
H -0.74 -1.51 -0.28
H 0.44 0.86 0.52
H -0.90 1.78 1.90
H -2.23 0.64 1.45
H -1.06 2.70 -0.24
H -2.05 1.64 -0.80
O 0.70 -2.50 1.01
H 0.70 -3.08 1.80
H 0.45 -1.59 1.29
```

## Properties
molar mass	107.16	g mol⁻¹
HOMO level	-0.323	Eh
multiplicity	1
LUMO level	0.881	eV
ΔE to the lowest compared entry with this formula, charge and spin	52.1	kcal per mole
gap between HOMO and LUMO	9.67	eV

3.
C5H12N2O | ωB97M-V/def2-TZVPD

The geometry in XYZ format:
```
20
Properties=species:S:1:pos:R:3
C 0.12 1.54 0.85
C 0.18 0.05 1.10
C 1.13 -0.27 2.27
C 0.72 -0.73 -0.14
N 0.06 -0.39 -1.39
C -1.21 -0.81 -1.68
N -1.70 -0.38 -2.92
O -1.84 -1.57 -0.98
H 0.92 1.96 0.25
H 0.05 2.07 1.80
H -0.82 1.82 0.36
H -0.83 -0.36 1.23
H 1.90 0.47 2.45
H 1.71 -1.17 2.00
H 0.64 -0.56 3.20
H 1.76 -0.44 -0.28
H 0.62 -1.79 0.06
H 0.40 0.45 -1.83
H -1.15 0.22 -3.48
H -2.66 -0.10 -2.89
```

## Properties
molar mass	116.16	g mol⁻¹
HOMO level	-0.349	Eh
multiplicity	1
LUMO level	0.749	eV
ΔE to the lowest compared entry with this formula, charge and spin	7.6	kcal per mole
gap between HOMO and LUMO	10.24	eV

4.
C28H67Cl4O24P4Pb | ωB97M-V/def2-TZVPD

The geometry in XYZ format:
```
128
Properties=species:S:1:pos:R:3
Pb -11.13 10.11 22.75
C -9.05 10.67 26.70
C -9.90 10.69 25.44
O -10.98 10.10 25.39
O -9.54 11.34 24.43
H -7.97 10.58 26.54
H -9.21 9.80 27.34
H -9.23 11.55 27.31
C -7.48 14.40 29.82
Cl -7.14 13.13 28.64
Cl -9.28 14.63 29.90
H -7.14 14.04 30.80
H -7.07 15.37 29.54
C -12.03 13.66 25.40
Cl -12.65 15.24 24.79
Cl -10.99 13.94 26.81
H -12.78 12.91 25.64
H -11.41 13.20 24.64
C -6.87 11.40 22.07
O -6.76 10.45 21.09
P -7.59 9.06 21.25
O -8.98 9.25 21.75
O -6.53 8.21 22.19
C -6.69 8.07 23.62
O -7.48 8.41 19.79
C -7.98 9.18 18.68
H -5.96 11.99 22.16
H -7.02 11.05 23.09
H -7.74 12.04 21.99
H -7.67 8.39 23.97
H -5.93 8.60 24.19
H -6.62 7.01 23.87
H -8.61 10.00 19.03
H -8.66 8.65 18.02
H -7.15 9.55 18.07
C -17.32 9.33 23.71
O -15.91 9.41 23.27
P -14.65 9.65 24.25
O -13.39 9.39 23.51
O -14.94 11.16 24.79
C -15.23 12.26 23.87
O -14.89 8.68 25.51
C -13.88 8.69 26.52
H -17.74 8.44 23.24
H -17.95 10.15 23.38
H -17.32 9.18 24.79
H -15.13 11.96 22.82
H -14.54 13.09 24.02
H -16.23 12.58 24.18
H -13.15 9.50 26.44
H -13.43 7.70 26.53
H -14.36 8.90 27.48
C -10.08 5.57 21.00
O -9.44 5.72 22.29
P -10.36 6.23 23.55
O -10.95 7.57 23.33
O -11.45 4.99 23.81
C -10.90 3.64 23.71
O -9.37 6.17 24.80
C -9.87 6.50 26.10
H -9.84 4.57 20.65
H -9.75 6.38 20.35
H -11.15 5.75 21.08
H -11.71 2.91 23.68
H -10.41 3.29 24.62
H -10.24 3.49 22.86
H -10.53 7.36 26.14
H -9.03 6.80 26.72
H -10.43 5.76 26.67
C -9.79 8.31 29.91
O -10.83 9.14 29.51
P -12.06 9.60 30.45
O -13.22 10.19 29.69
O -12.52 8.23 31.17
C -13.27 7.22 30.53
O -11.40 10.51 31.60
C -10.95 11.81 31.29
H -10.05 7.28 29.65
H -9.58 8.30 30.98
H -8.86 8.58 29.40
H -12.77 6.26 30.44
H -13.51 7.48 29.50
H -14.21 7.07 31.08
H -11.34 12.53 32.01
H -11.28 12.06 30.29
H -9.88 12.01 31.37
O -8.67 16.80 22.72
C -7.93 15.94 22.18
O -7.54 14.78 22.67
C -8.04 14.31 23.90
C -7.26 14.83 25.07
C -7.46 16.05 20.77
H -7.95 13.23 23.84
H -9.08 14.52 24.13
H -7.49 14.23 25.95
H -7.46 15.90 25.18
H -6.20 14.65 24.89
H -7.80 15.18 20.20
H -6.38 16.14 20.67
H -7.89 16.97 20.37
O -3.00 12.66 25.97
C -4.05 12.50 25.38
O -4.44 12.93 24.18
C -3.59 13.64 23.33
C -3.69 15.10 23.70
C -5.12 11.73 26.10
H -4.04 13.60 22.34
H -2.52 13.43 23.23
H -3.01 15.60 23.01
H -3.31 15.22 24.71
H -4.68 15.55 23.63
H -5.98 11.55 25.45
H -5.51 12.35 26.91
H -4.79 10.75 26.43
O -4.80 12.15 31.15
C -4.43 11.39 30.20
O -5.22 10.54 29.63
C -6.42 10.08 30.14
C -6.26 9.01 31.27
C -3.14 11.58 29.53
H -7.04 9.67 29.34
H -7.01 10.94 30.46
H -7.16 8.42 31.44
H -5.88 9.58 32.12
H -5.54 8.23 31.03
H -2.54 10.67 29.48
H -2.59 12.41 29.96
H -3.26 11.87 28.49
```

## Properties
total charge	+1
molar mass	1260.73	g mol⁻¹
HOMO level	-0.430	Eh
multiplicity	1
LUMO level	-2.985	eV
gap between HOMO and LUMO	8.73	eV

5.
C4H6O2 | ωB97M-V/def2-TZVPD

The geometry in XYZ format:
```
12
Properties=species:S:1:pos:R:3
O 2.21 0.94 -1.41
C 1.48 0.12 -1.04
C 0.70 -0.88 -0.65
C -0.65 -0.71 0.01
C -0.89 0.73 0.49
O 0.30 1.34 0.96
H 1.08 -1.87 -0.88
H -1.45 -0.99 -0.68
H -0.72 -1.40 0.86
H -1.65 0.73 1.28
H -1.25 1.35 -0.33
H 0.84 0.65 1.37
```

## Properties
molar mass	86.09	g mol⁻¹
HOMO level	-0.326	Eh
multiplicity	1
LUMO level	0.762	eV
ΔE to the lowest compared entry with this formula, charge and spin	36.5	kcal per mole
gap between HOMO and LUMO	9.65	eV

6.
C13H30O3Si | ωB97M-V/def2-TZVPD

The geometry in XYZ format:
```
47
Properties=species:S:1:pos:R:3
C 0.61 3.74 0.01
C -0.82 3.98 -0.45
C -1.89 3.57 0.61
C -2.38 2.11 0.57
O -1.22 1.31 0.88
Si -1.36 -0.17 0.13
C -2.68 -1.22 0.87
O 0.06 -0.97 0.49
C 0.67 -0.95 1.73
C 1.77 -2.01 1.87
C 1.25 -3.36 1.74
C 2.43 -4.30 2.07
O -1.74 -0.15 -1.42
C -1.08 -1.10 -2.25
C 0.42 -1.19 -2.38
C 1.30 -0.02 -2.87
C 1.24 1.16 -2.00
H 0.86 4.40 0.77
H 0.75 2.64 0.30
H 1.29 3.96 -0.79
H -0.89 5.07 -0.66
H -0.97 3.43 -1.41
H -1.34 3.68 1.59
H -2.83 4.16 0.65
H -3.11 1.96 1.38
H -2.82 1.95 -0.43
H -2.46 -1.72 1.84
H -3.66 -0.71 0.90
H -2.83 -2.15 0.23
H 0.03 -0.86 2.59
H 1.20 0.03 1.81
H 2.56 -1.78 1.09
H 2.43 -1.94 2.87
H 0.91 -3.48 0.70
H 0.41 -3.53 2.44
H 2.79 -4.27 3.14
H 3.21 -3.93 1.41
H 2.16 -5.30 1.82
H -1.47 -0.85 -3.25
H -1.44 -2.15 -1.94
H 0.73 -2.07 -2.98
H 0.91 -1.37 -1.46
H 2.31 -0.40 -3.11
H 0.88 0.34 -3.84
H 0.32 1.20 -1.31
H 1.30 2.12 -2.57
H 2.18 1.14 -1.39
```

## Properties
molar mass	262.47	g mol⁻¹
HOMO level	-0.360	Eh
multiplicity	1
LUMO level	0.924	eV
ΔE to the lowest compared entry with this formula, charge and spin	49.0	kcal per mole
gap between HOMO and LUMO	10.72	eV

7.
C25H75N15O10 | ωB97M-V/def2-TZVPD

The geometry in XYZ format:
```
125
Properties=species:S:1:pos:R:3
C -3.47 2.69 7.07
O -4.54 3.40 6.59
C -5.22 4.06 7.62
C -6.61 4.50 7.03
C -7.32 5.47 7.93
N -7.47 3.32 6.80
H -3.64 2.01 7.91
H -2.86 3.53 7.40
H -2.76 2.16 6.43
H -5.44 3.41 8.48
H -4.62 4.88 8.02
H -6.51 5.04 6.08
H -7.94 6.11 7.30
H -6.57 6.16 8.31
H -7.98 5.05 8.69
H -6.84 2.57 6.55
H -7.75 2.93 7.69
C 10.31 1.54 7.13
O 10.60 1.73 5.71
C 10.35 2.93 5.12
C 10.24 2.87 3.59
C 11.35 2.00 3.07
N 10.24 4.15 2.90
H 10.94 2.24 7.68
H 10.53 0.52 7.45
H 9.28 1.75 7.43
H 9.31 3.23 5.27
H 10.99 3.71 5.53
H 9.28 2.46 3.27
H 12.30 2.52 3.19
H 11.30 2.00 1.98
H 11.26 0.98 3.45
H 9.90 4.01 1.96
H 9.53 4.73 3.33
C 2.76 -2.01 1.57
O 1.44 -1.79 1.15
C 1.34 -1.19 -0.14
C -0.19 -0.96 -0.32
C -0.80 -1.20 -1.69
N -0.47 0.35 0.13
H 2.71 -2.50 2.53
H 3.23 -1.02 1.53
H 3.28 -2.72 0.93
H 1.98 -0.32 -0.26
H 1.67 -1.99 -0.80
H -0.78 -1.57 0.36
H -1.82 -0.84 -1.78
H -0.87 -2.26 -1.91
H -0.24 -0.71 -2.48
H -0.12 1.05 -0.50
H -0.21 0.28 1.10
C 2.92 7.46 0.84
O 2.56 7.60 -0.55
C 1.96 6.38 -1.02
C 1.70 6.43 -2.60
C 0.70 7.41 -3.10
N 1.28 5.16 -3.14
H 3.24 8.47 1.12
H 3.79 6.83 1.05
H 2.13 7.11 1.50
H 2.51 5.44 -0.95
H 0.97 6.22 -0.60
H 2.67 6.57 -3.09
H 0.48 7.38 -4.17
H 1.22 8.36 -3.02
H -0.15 7.50 -2.42
H 1.96 4.42 -3.02
H 1.34 5.22 -4.14
C 0.53 -8.33 -12.51
O 0.93 -7.45 -11.56
C 0.63 -6.10 -11.59
C 1.03 -5.35 -10.35
C 0.56 -6.10 -9.13
N 0.25 -4.12 -10.29
H 1.30 -8.42 -13.27
H -0.41 -8.04 -12.98
H 0.42 -9.35 -12.13
H 1.02 -5.54 -12.45
H -0.44 -5.98 -11.72
H 2.10 -5.22 -10.22
H -0.52 -6.11 -9.00
H 0.91 -5.68 -8.19
H 0.92 -7.12 -9.00
H 0.94 -3.39 -10.21
H -0.18 -4.06 -9.38
N 2.39 -6.32 7.59
C 3.36 -5.91 8.34
N 4.26 -6.84 8.52
O 3.33 -4.95 9.06
H 2.33 -7.24 7.18
H 1.72 -5.61 7.31
H 5.10 -6.37 8.82
H 4.13 -7.83 8.34
N 1.22 -8.41 -0.77
C 0.05 -8.06 -0.27
N 0.14 -7.59 0.93
O -1.06 -8.24 -0.81
H 2.08 -8.11 -0.33
H 1.22 -8.73 -1.72
H 0.99 -7.26 1.38
H -0.75 -7.50 1.39
N -6.70 -4.90 -1.90
C -7.76 -5.00 -2.65
N -8.66 -4.04 -2.49
O -7.97 -5.91 -3.38
H -6.69 -4.14 -1.24
H -5.89 -5.50 -1.98
H -8.37 -3.21 -2.00
H -9.59 -4.08 -2.89
N -6.01 4.03 -6.34
C -4.95 4.68 -6.02
N -4.56 4.27 -4.87
O -4.39 5.45 -6.75
H -6.47 4.21 -7.22
H -6.35 3.27 -5.77
H -3.59 4.52 -4.72
H -5.20 3.83 -4.23
N -6.68 2.25 1.12
C -7.69 2.10 0.47
N -8.71 2.59 1.09
O -7.79 1.69 -0.68
H -6.70 2.44 2.12
H -5.84 2.17 0.57
H -8.63 2.71 2.08
H -9.62 2.67 0.64
```

## Properties
molar mass	745.97	g mol⁻¹
HOMO level	-0.333	Eh
multiplicity	1
LUMO level	0.006	eV
ΔE to the lowest compared entry with this formula, charge and spin	215.6	kcal per mole
gap between HOMO and LUMO	9.07	eV

8.
C3H8O3 | ωB97M-V/def2-TZVPD

The geometry in XYZ format:
```
14
Properties=species:S:1:pos:R:3
O -0.32 -1.12 -0.49
C -0.22 -0.18 -1.79
C 0.69 -0.15 0.14
O 0.98 -0.81 1.34
C 0.01 1.15 0.58
O -1.27 0.80 1.08
H -1.16 -0.89 -0.02
H 0.23 -0.89 -2.48
H -1.26 0.01 -2.03
H 1.59 -0.03 -0.47
H 1.33 -1.68 1.09
H 0.63 1.59 1.38
H -0.12 1.87 -0.23
H -1.10 0.32 1.91
```

## Properties
molar mass	92.09	g mol⁻¹
HOMO level	-0.254	Eh
multiplicity	1
LUMO level	0.533	eV
ΔE to the lowest compared entry with this formula, charge and spin	130.0	kcal per mole
gap between HOMO and LUMO	7.44	eV